Below is the ion C4H12N3S with charge -1, with properties calculated with ωB97M-V/def2-TZVPD.

Atoms and positions in Å:
N -2.10864 -0.40115 2.47908
C -1.23695 -0.50526 1.31582
N -0.33213 0.61168 1.23508
C 0.94368 0.32205 0.57078
C 0.86736 -0.24198 -0.83846
N 2.28450 -0.37938 -1.31311
C 0.01158 0.56985 -1.80341
S -0.17665 -0.32247 -3.40321
H -3.03294 -0.00532 2.37929
H -1.66896 0.16586 3.19071
H -1.86301 -0.57268 0.42397
H -0.72449 -1.46131 1.39073
H -0.80850 1.37761 0.78122
H 1.58648 1.20218 0.50755
H 1.44222 -0.32010 1.29271
H 0.53188 -1.26676 -0.87265
H 2.36757 0.23163 -2.12538
H 2.31457 -1.26866 -1.80225
H 0.54779 1.47888 -2.09104
H -0.94534 0.78532 -1.31742

Output
SMILES string ... NCNC[C@H](N)C[S-]
Net charge ... -1
Total energy ... -722.07643 Eh
Orbital gap ... 6.378 eV
2S+1 ... 1
Energy relative to the best compared isomer or geometry (same formula, charge and spin) ... 33.8 kcal/mol



Below is a structure of composition C34H24Cl2N2O3STi, with properties calculated with ωB97M-V/def2-TZVPD.

Atoms and positions in Å:
Ti -1.52143 0.87921 -0.03809
C 0.40448 3.86052 -1.01711
C 1.02695 4.02916 0.28165
C 1.65897 2.89725 0.61750
C 1.42625 1.85970 -0.43751
C 0.65310 2.62291 -1.47491
H -0.12959 4.64569 -1.52551
H 0.99357 4.94478 0.84471
H 2.22944 2.69578 1.50732
H 2.35630 1.41811 -0.81497
H 0.37210 2.19765 -2.42905
C 1.03272 -3.70127 1.31259
C 0.79225 -2.50676 1.87195
C 0.05007 -1.41990 1.16481
C -0.66233 -1.91472 -0.07461
C -0.34150 -3.18478 -0.61266
C 0.50115 -4.03654 0.02961
N -1.43058 -1.03741 -0.69827
N -2.08140 -1.36411 -1.79214
C -2.51581 -0.26345 -2.47377
C -3.15816 -0.42185 -3.71077
C -3.51188 0.69112 -4.44454
C -3.25270 1.96410 -3.95620
C -2.65816 2.12352 -2.70623
C -2.27536 1.03526 -1.93963
H 1.63232 -4.43290 1.83052
H 1.18796 -2.26214 2.84645
H -0.68270 -0.95230 1.85032
H -0.79140 -3.43159 -1.56345
H 0.76369 -4.98522 -0.41041
H -3.33125 -1.42079 -4.08351
H -3.98729 0.57043 -5.40821
H -3.51432 2.83243 -4.54356
H -2.49456 3.13105 -2.33323
Cl -7.56687 4.00315 1.97723
C -5.96680 3.53424 1.52781
C -5.10870 4.49558 0.98473
C -3.83723 4.12044 0.61003
Cl -2.76649 5.26198 -0.10191
C -3.35414 2.79944 0.75805
O -2.14730 2.48800 0.42408
C -4.26144 1.83774 1.31751
C -3.81381 0.51460 1.55821
O -2.68628 0.05351 1.22638
C -5.56122 2.23448 1.69627
H -5.43349 5.51631 0.86049
H -4.48532 -0.15092 2.11962
H -6.23503 1.50319 2.11351
C 6.94279 -5.29706 1.49030
C 5.88395 -4.24767 1.35508
O 4.72366 -4.37466 1.63106
S 6.52022 -2.71501 0.70445
C 4.97838 -1.81547 0.66180
C 4.49998 -1.23541 1.82314
C 3.23482 -0.67952 1.83148
C 2.44439 -0.71497 0.68817
C 2.97200 -1.23791 -0.49018
C 4.23805 -1.78917 -0.50745
C 1.01927 -0.30776 0.68797
C 0.50444 0.79737 0.14804
H 6.91988 -5.70484 2.50039
H 7.92618 -4.89477 1.26805
H 6.71672 -6.11194 0.80321
H 5.10158 -1.24762 2.71987
H 2.85637 -0.23301 2.73932
H 2.36405 -1.23990 -1.38492
H 4.63647 -2.22537 -1.41094

Output
Total energy ... -3813.19982 Eh
Orbital gap (alpha / beta) ... 4.147 / 4.248 eV
2S+1 ... 1
Energy relative to the best compared isomer or geometry (same formula, charge and spin) ... 76.9 kcal/mol



Below is a structure of composition C52H70BCl2N8O2P2S3Ti, with properties calculated with ωB97M-V/def2-TZVPD.

Atoms and positions in Å:
Ti 0.14003 1.41237 -0.55298
C -3.40218 2.39075 3.36811
C -3.05157 0.96465 3.08764
C -3.38542 -0.04015 3.92806
C -3.06683 -1.38690 3.61355
N -2.33444 -1.67663 2.57030
N -1.94234 -0.66282 1.75892
B -1.05821 -1.05906 0.52761
N -1.88995 -1.61181 -0.65195
N -2.16682 -2.91213 -0.38462
C -2.87968 -3.58891 -1.22578
C -3.42835 -2.95662 -2.38072
C -3.13986 -1.66297 -2.66361
C -3.67959 -0.99892 -3.88856
C -2.25437 -0.96035 -1.76349
S -1.70064 0.57165 -2.20880
C -3.04075 -5.07418 -0.89731
C -3.95654 -5.78325 -1.89313
C -3.60745 -5.21373 0.51357
C -1.64733 -5.71260 -0.94442
N 0.14198 -1.97844 0.74988
N 0.11055 -2.80978 1.81774
C 0.98736 -3.76896 1.87465
C 1.91664 -3.98248 0.82394
C 1.97183 -3.13881 -0.23100
C 2.93849 -3.34645 -1.35122
C 1.07345 -2.01763 -0.21604
S 1.16154 -0.82529 -1.41024
C 0.89106 -4.72372 3.06106
C 0.69970 -3.92553 4.34946
C -0.29986 -5.64813 2.80017
C 2.14775 -5.58317 3.20336
C -2.34936 0.60726 1.89296
S -2.15245 1.75437 0.66098
C -3.58996 -2.55722 4.44313
C -4.51564 -3.38167 3.54750
C -2.41551 -3.40796 4.90678
C -4.37438 -2.08738 5.66747
H -3.81463 2.47979 4.36947
H -4.12987 2.76369 2.64725
H -2.52063 3.02774 3.27326
H -3.91480 0.18560 4.83972
H -4.06120 -3.51661 -3.04989
H -4.36606 -1.66994 -4.39737
H -2.87388 -0.72926 -4.57006
H -4.19779 -0.07463 -3.63880
H -4.96581 -5.37319 -1.89036
H -4.03436 -6.83664 -1.62350
H -3.57045 -5.73934 -2.91042
H -4.58253 -4.73578 0.60463
H -2.93461 -4.75813 1.23753
H -3.72106 -6.26848 0.76158
H -1.20438 -5.62936 -1.93723
H -1.71893 -6.77094 -0.69570
H -0.97938 -5.23067 -0.23018
H 2.57426 -4.83724 0.85878
H 3.40539 -4.32417 -1.26358
H 3.71623 -2.58721 -1.32622
H 2.44750 -3.26435 -2.32057
H -0.11932 -3.21349 4.26889
H 1.60805 -3.37860 4.60246
H 0.48290 -4.60732 5.17088
H -1.20265 -5.07924 2.61815
H -0.46643 -6.31063 3.64780
H -0.11696 -6.26702 1.91986
H 3.05645 -4.98243 3.24186
H 2.25175 -6.31266 2.40107
H 2.08896 -6.14143 4.13660
H -3.98474 -3.74073 2.66971
H -5.36969 -2.79333 3.21211
H -4.89569 -4.24051 4.09898
H -1.84601 -3.76083 4.05570
H -2.77697 -4.26866 5.46750
H -1.74033 -2.84140 5.54768
H -5.26199 -1.51461 5.40292
H -3.76625 -1.48560 6.34229
H -4.71092 -2.95926 6.22635
Cl 0.85070 4.47261 6.04310
C 0.81736 3.53209 4.58556
C 1.04197 2.14240 4.66844
C 1.01933 1.35133 3.55100
Cl 1.27270 -0.34946 3.69652
C 0.75809 1.90288 2.27278
O 0.72954 1.15107 1.23590
C 0.54204 3.29942 2.21467
C 0.29877 3.92260 0.96427
O 0.20605 3.29310 -0.09820
C 0.57968 4.11035 3.37507
H 1.23399 1.68741 5.62907
H 0.18998 5.01376 0.90833
H 0.41690 5.17688 3.29948
C -1.32123 4.15754 -2.71728
P 0.13600 3.08809 -2.94334
C 1.51821 4.29597 -2.53128
N 1.32443 5.53335 -2.87382
C 2.23247 6.46765 -2.47633
C 2.06428 7.81499 -2.87633
C 2.95384 8.75597 -2.45309
C 4.03933 8.39824 -1.61052
C 4.21411 7.10582 -1.21591
C 3.30724 6.11261 -1.65770
N 3.49920 4.81643 -1.28212
C 2.66665 3.91980 -1.71973
P 2.92866 2.15420 -1.19216
C 3.59310 2.36910 0.49713
C 4.42397 1.59815 -2.15517
C 4.67260 0.14741 -1.72867
C 5.67080 2.44081 -1.83666
C 4.16171 1.62528 -3.65292
C 0.19088 2.90803 -4.80880
C 0.01373 4.25587 -5.51634
C -0.92697 1.97092 -5.27847
C 1.51832 2.28649 -5.22187
H -1.13827 5.16765 -3.09012
H -1.59352 4.20487 -1.66045
H -2.15574 3.71689 -3.26172
H 1.22831 8.05459 -3.51627
H 2.83868 9.78589 -2.75845
H 4.73267 9.15998 -1.28622
H 5.03433 6.80197 -0.58182
H 3.04174 3.15996 1.01246
H 4.64353 2.65102 0.50297
H 3.44449 1.43949 1.05028
H 4.83900 0.05905 -0.65396
H 5.56919 -0.22019 -2.23236
H 3.83421 -0.48842 -1.99816
H 6.17228 2.09037 -0.93632
H 5.46400 3.50450 -1.71425
H 6.37867 2.33168 -2.65942
H 3.30790 1.00823 -3.93331
H 5.04155 1.22404 -4.15854
H 4.00739 2.63875 -4.02439
H -1.00865 4.62288 -5.43859
H 0.22475 4.11551 -6.57884
H 0.67924 5.03103 -5.14118
H -1.92409 2.33356 -5.03269
H -0.82516 0.96784 -4.87136
H -0.85781 1.90873 -6.36523
H 2.36132 2.95559 -5.04448
H 1.49075 2.07204 -6.29069
H 1.69671 1.34283 -4.70365

Output
Net charge ... +1
Total energy ... -6283.98423 Eh
Orbital gap (alpha / beta) ... 5.790 / 6.602 eV
2S+1 ... 3
⟨S²⟩ ... 2.01
Energy relative to the best compared isomer or geometry (same formula, charge and spin) ... 8.0 kcal/mol